Record 1
{
  "formula": "C6H14N2O2",
  "method": "ωB97M-V with the def2-TZVPD basis set",
  "elements": ["C", "C", "C", "C", "C", "C", "H", "H", "H", "H", "H", "H", "H", "H", "H", "H", "H", "H", "H", "H", "N", "N", "O", "O"],
  "coordinates": [[0.74459, 2.45680, -2.25461], [0.75672, 0.90040, -0.85533], [0.04030, -0.14886, -1.81425], [-0.55869, -1.17218, -0.80249], [-1.03601, -0.44809, 2.71389], [0.61284, -2.14201, 1.47736], [1.00420, 3.61921, -2.25901], [1.82708, 1.60883, -2.39929], [0.25143, 2.38793, -3.14270], [1.89187, 1.00726, -0.82278], [-1.01196, 0.35877, -1.91746], [0.55460, -0.57601, -2.76761], [-1.72031, -1.31669, -1.33706], [0.00562, -2.17798, -0.90318], [-0.28559, 0.10872, 3.35935], [-1.14249, -1.20513, 3.51481], [-1.93217, -0.01742, 2.57367], [0.26115, -2.86436, 0.52193], [1.71034, -1.70041, 1.16522], [0.94139, -2.77208, 2.50773], [-0.72568, -0.50420, 0.48223], [-0.65599, -1.30190, 1.58512], [-0.02048, 2.02323, -0.98618], [0.51524, 0.41497, 0.56712]],
  "e_above_lowest_kj_mol": 1061.29,
  "lumo_ev": 0.8,
  "homo_ev": -8.5,
  "homo_lumo_gap_ha": 0.3427,
  "total_charge": 0,
  "spin_multiplicity": 1
}

Record 2
{
  "formula": "C6H14N2O2",
  "method": "ωB97M-V with the def2-TZVPD basis set",
  "elements": ["C", "C", "C", "C", "C", "N", "C", "N", "O", "O", "H", "H", "H", "H", "H", "H", "H", "H", "H", "H", "H", "H", "H", "H"],
  "coordinates": [[-0.07901, 0.87562, 0.20412], [1.38922, -0.67722, 0.43721], [-1.81396, -0.10671, 1.58920], [-1.19471, -0.63935, -2.14704], [2.83868, -0.20150, 0.36368], [-1.27624, 0.16433, 0.24908], [-1.85807, -0.60097, -0.80493], [0.39084, 1.33619, -1.01343], [0.07479, 1.79167, 1.18697], [-2.85708, -1.24057, -0.56572], [-0.66288, 1.79424, 1.82028], [0.86560, 2.22121, -0.87886], [1.08732, 0.53913, -1.19243], [1.25690, -1.61849, -0.10718], [1.14989, -0.92044, 1.47940], [-1.00697, -0.35184, 2.28017], [-2.38958, 0.74699, 1.95693], [-2.49353, -0.94995, 1.51682], [-1.79213, -1.28508, -2.78583], [-0.18649, -1.04562, -2.03633], [-1.10922, 0.35521, -2.57542], [2.94669, 0.78192, 0.83385], [3.54283, -0.87937, 0.86120], [3.17710, -0.08939, -0.67174]],
  "e_above_lowest_kj_mol": 346.01,
  "lumo_ev": 0.7,
  "homo_ev": -7.7,
  "homo_lumo_gap_ha": 0.3062,
  "total_charge": 0,
  "spin_multiplicity": 1
}

Record 3
{
  "formula": "C6H14N2O2",
  "method": "ωB97M-V with the def2-TZVPD basis set",
  "elements": ["C", "N", "C", "C", "O", "H", "H", "H", "H", "H", "H", "H", "C", "N", "C", "C", "O", "H", "H", "H", "H", "H", "H", "H"],
  "coordinates": [[0.27564, 2.65726, -1.59013], [1.38542, 2.20153, -0.72774], [1.07961, 1.58284, 0.50300], [2.26393, 0.95779, 1.34785], [-0.10077, 1.54705, 0.88161], [-0.63346, 2.94717, -0.99243], [0.56956, 3.70701, -1.90491], [-0.05924, 2.04700, -2.39914], [2.32574, 1.95950, -0.99495], [2.04549, -0.08820, 1.22369], [3.27448, 1.32180, 0.98943], [2.38825, 1.26792, 2.32344], [0.40522, -2.87764, -0.34667], [-0.60071, -1.99708, 0.33191], [-1.92782, -1.92822, -0.07044], [-2.73338, -0.81496, 0.65142], [-2.46949, -2.61350, -0.88817], [-0.14752, -3.95319, -0.47760], [0.60758, -2.44043, -1.33744], [1.33862, -2.88001, 0.20324], [-0.31137, -1.15696, 0.69423], [-2.51594, 0.23892, 0.32217], [-3.77116, -0.88467, 0.53341], [-2.68868, -0.80093, 1.72422]],
  "e_above_lowest_kj_mol": 191.78,
  "lumo_ev": 0.6,
  "smiles": "CNC(C)=O.CNC(C)=O",
  "homo_ev": -9.4,
  "homo_lumo_gap_ha": 0.3660,
  "total_charge": 0,
  "spin_multiplicity": 1
}

Record 4
{
  "formula": "C6H14N2O2",
  "method": "ωB97M-V with the def2-TZVPD basis set",
  "elements": ["C", "N", "C", "C", "O", "H", "H", "H", "H", "H", "H", "H", "C", "N", "C", "C", "O", "H", "H", "H", "H", "H", "H", "H"],
  "coordinates": [[2.07982, -2.11804, -0.33247], [1.31490, -1.50745, 0.76363], [0.32053, -2.28953, 1.32372], [-0.39592, -1.49760, 2.43504], [0.08473, -3.41270, 0.96198], [1.81294, -1.55674, -1.25131], [3.12257, -2.27234, -0.08690], [1.60341, -3.02570, -0.69610], [1.53273, -0.53413, 0.90414], [0.10272, -0.57617, 2.72227], [-1.41185, -1.33745, 2.08611], [-0.34865, -2.12742, 3.32907], [0.01934, 1.09192, -2.49537], [-0.92218, 1.81862, -1.69255], [-0.71765, 1.92422, -0.33977], [-1.69982, 2.66565, 0.50823], [0.22771, 1.30354, 0.13971], [-0.17750, 0.00801, -2.39912], [-0.21431, 1.22194, -3.55559], [1.07183, 1.23561, -2.31467], [-1.71363, 2.28164, -2.12980], [-1.55997, 2.39939, 1.54571], [-1.41033, 3.72430, 0.42091], [-2.72141, 2.58044, 0.15313]],
  "e_above_lowest_kj_mol": 101.17,
  "lumo_ev": 0.7,
  "smiles": "CNC(C)=O.CNC(C)=O",
  "homo_ev": -9.1,
  "homo_lumo_gap_ha": 0.3602,
  "total_charge": 0,
  "spin_multiplicity": 1
}

Record 5
{
  "formula": "C6H14N2O2",
  "method": "ωB97M-V with the def2-TZVPD basis set",
  "elements": ["C", "C", "C", "O", "N", "H", "H", "H", "H", "H", "H", "H", "C", "C", "C", "O", "N", "H", "H", "H", "H", "H", "H", "H"],
  "coordinates": [[-0.97518, 1.62893, -2.24582], [-0.97406, 1.67020, 1.57199], [-0.75243, 2.16188, -0.87684], [-0.64592, 3.33131, -0.59111], [-0.77882, 1.26079, 0.20434], [-1.46282, 0.65802, -2.31268], [-1.15166, 0.34044, -0.00630], [-0.26879, 2.47622, 1.77328], [-1.63232, 2.29340, -2.80259], [-0.01905, 1.59392, -2.76846], [-1.95582, 2.13022, 1.70107], [-0.71842, 0.85471, 2.24121], [-0.54344, -2.68293, -0.36001], [2.46835, -0.73257, 0.95024], [0.47154, -2.14153, 0.60991], [0.51664, -2.49611, 1.76830], [1.35217, -1.17852, 0.15477], [-1.44012, -2.82265, 0.21556], [1.08496, -0.71664, -0.70157], [2.15019, -0.04746, 1.73081], [-0.65291, -2.08535, -1.25177], [-0.28879, -3.71574, -0.60386], [3.05335, -1.57631, 1.30227], [3.16335, -0.20425, 0.29726]],
  "e_above_lowest_kj_mol": 126.34,
  "lumo_ev": [-3.1, -9.1],
  "homo_ev": [-14.6, -13.3],
  "homo_lumo_gap_ha": [0.4239, 0.1539],
  "total_charge": 1,
  "spin_multiplicity": 2
}

Record 6
{
  "formula": "C6H14N2OS",
  "method": "ωB97M-V with the def2-TZVPD basis set",
  "elements": ["C", "C", "C", "N", "S", "N", "C", "O", "C", "C", "H", "H", "H", "H", "H", "H", "H", "H", "H", "H", "H", "H", "H", "H"],
  "coordinates": [[-0.86222, -2.38337, -0.50778], [0.24588, -1.53525, 0.05011], [-0.18363, -0.17567, 0.42822], [-1.42341, 0.01605, 0.34120], [-2.17817, 1.40780, 0.94644], [-3.73189, 1.23943, 0.36665], [1.00159, 0.68404, 1.06694], [1.54549, 0.05260, 2.22623], [2.04163, 0.81871, -0.07717], [1.44573, 1.29146, -1.39632], [-1.80303, -1.94899, -0.10732], [-1.01692, -2.17586, -1.63872], [-0.59117, -3.44111, -0.50195], [1.19176, -1.50225, -0.61655], [0.83707, -1.95194, 0.95448], [-4.60259, 0.91698, 0.82075], [-4.00473, 1.98798, -0.28161], [0.58267, 1.72266, 1.26692], [2.07986, -0.53267, 1.81627], [2.56701, -0.23423, -0.26616], [2.92353, 1.43332, 0.23673], [0.46749, 0.88685, -1.56201], [1.27121, 2.31752, -1.34092], [2.19682, 1.10594, -2.22444]],
  "e_above_lowest_kj_mol": 262.44,
  "lumo_ev": 0.8,
  "smiles": "CC/C(=N/SN)[C@@H](O)CC",
  "homo_ev": -8.4,
  "homo_lumo_gap_ha": 0.3357,
  "total_charge": 0,
  "spin_multiplicity": 1
}

Record 7
{
  "formula": "C6H14N2SSbSe4Tc",
  "method": "ωB97M-V with the def2-TZVPD basis set",
  "elements": ["Tc", "C", "C", "N", "C", "C", "S", "C", "C", "N", "H", "H", "H", "H", "H", "H", "H", "H", "H", "H", "H", "H", "H", "H", "Se", "Sb", "Se", "Se", "Se"],
  "coordinates": [[-0.36948, 0.21451, 0.87734], [-1.17244, 0.11129, -2.00322], [0.20148, 0.76075, -2.08579], [0.61695, 1.29798, -0.76211], [2.08200, 1.24483, -0.53329], [2.59887, -0.18846, -0.43690], [1.43355, -1.31952, 0.41196], [0.73163, -2.28338, -0.98579], [-0.78245, -2.18070, -1.01743], [-1.28471, -0.79649, -0.83107], [-1.93986, 0.87653, -1.88083], [-1.38831, -0.42812, -2.92932], [0.95132, 0.04260, -2.40485], [0.19273, 1.55581, -2.83288], [0.32923, 2.27002, -0.69099], [2.61581, 1.76963, -1.33108], [2.26600, 1.77238, 0.40167], [2.83359, -0.62293, -1.40687], [3.52223, -0.19790, 0.13951], [1.19829, -1.94808, -1.90852], [1.01606, -3.32479, -0.84440], [-1.15877, -2.60122, -1.95455], [-1.20430, -2.76122, -0.19710], [-2.27297, -0.87607, -0.60937], [-4.17141, 2.75594, 4.60432], [-2.31652, 1.61592, 5.80719], [-1.13749, 0.73307, 2.86656], [-2.85537, -0.55545, 6.40126], [-0.53567, 3.06304, 6.13656]],
  "lumo_ev": [-3.8, -4.7],
  "homo_ev": [-10.7, -10.6],
  "homo_lumo_gap_ha": [0.2531, 0.2160],
  "total_charge": 1,
  "spin_multiplicity": 4
}

Record 8
{
  "formula": "C6H14N3",
  "method": "ωB97M-V with the def2-TZVPD basis set",
  "elements": ["C", "C", "C", "C", "C", "C", "N", "N", "N", "H", "H", "H", "H", "H", "H", "H", "H", "H", "H", "H", "H", "H", "H"],
  "coordinates": [[-1.99382, -1.99542, -2.74042], [1.23978, -1.26669, -0.98889], [-0.87240, 1.53546, 2.81556], [0.15955, 1.17375, 1.75325], [-0.46161, 1.15566, 0.35716], [0.58277, 1.05945, -0.75747], [-1.51313, -2.11286, -1.63842], [1.94618, -2.34834, -0.92343], [1.46994, -0.07905, -0.56199], [-1.53343, -1.54834, -3.62684], [-3.00965, -2.35129, -2.95916], [-1.71018, 0.84040, 2.79206], [-0.42108, 1.49958, 3.80375], [-1.25282, 2.54369, 2.65211], [0.97155, 1.90516, 1.78689], [0.57380, 0.18930, 1.98518], [-1.15318, 0.31445, 0.27439], [-1.02432, 2.07739, 0.20295], [1.20261, 1.95787, -0.77088], [0.08976, 0.95258, -1.72431], [1.55135, -3.23039, -1.21794], [2.91316, -2.37197, -0.59774], [2.24516, 0.09960, 0.08420]],
  "e_above_lowest_kj_mol": 0.00,
  "lumo_ev": [-3.1, -6.3],
  "homo_ev": [-13.1, -14.7],
  "homo_lumo_gap_ha": [0.3689, 0.3102],
  "total_charge": 1,
  "spin_multiplicity": 3
}

Record 9
{
  "formula": "C6H14N3O3",
  "method": "ωB97M-V with the def2-TZVPD basis set",
  "elements": ["C", "C", "C", "C", "C", "C", "N", "N", "N", "O", "O", "O", "H", "H", "H", "H", "H", "H", "H", "H", "H", "H", "H", "H", "H", "H"],
  "coordinates": [[0.42312, -1.91234, 0.92195], [1.12275, 0.91136, -1.65279], [1.61451, 1.83973, -0.66655], [-1.90522, 0.99487, 0.26765], [-0.38611, 0.68874, 2.12033], [-0.50369, -0.94869, 0.23024], [1.13288, -2.74241, 0.19720], [-1.33070, -1.60016, -0.61671], [-0.90622, 0.15025, 0.90091], [0.27327, -1.93734, 2.12649], [1.11140, 1.37279, -2.87358], [0.70521, -0.19673, -1.34366], [2.51493, 2.29013, -1.09163], [1.76478, 1.40524, 0.29678], [0.90073, 2.52649, -0.40837], [-1.84410, 1.96113, 0.63019], [-1.68914, 0.94650, -0.76030], [-3.03015, 0.60238, 0.48370], [-0.64618, 1.79775, 2.14006], [-0.84746, 0.21366, 2.84995], [0.72094, 0.44904, 2.39246], [1.30730, -2.60246, -0.78736], [1.43176, -3.65593, 0.67173], [-1.79366, -0.90759, -1.28614], [-0.97282, -2.31153, -1.19668], [0.83185, 0.66513, -3.54586]],
  "e_above_lowest_kj_mol": 70.95,
  "lumo_ev": -3.3,
  "homo_ev": -13.8,
  "homo_lumo_gap_ha": 0.3841,
  "total_charge": 1,
  "spin_multiplicity": 1
}

Record 10
{
  "formula": "C6H14N3O4",
  "method": "ωB97M-V with the def2-TZVPD basis set",
  "elements": ["C", "C", "N", "N", "N", "O", "C", "O", "C", "O", "O", "C", "C", "H", "H", "H", "H", "H", "H", "H", "H", "H", "H", "H", "H", "H", "H"],
  "coordinates": [[-3.53285, 2.01600, 0.27934], [-3.88950, 0.66433, 0.67015], [-3.25133, -0.44541, 0.41073], [-2.20053, -0.46655, -0.34173], [-1.87064, -1.64380, -0.66054], [-0.70051, -1.90109, -1.12591], [0.32040, -0.86527, -1.20625], [0.34495, -0.06272, -0.17886], [1.11780, -0.45402, 1.00690], [0.61048, -1.57630, 1.56451], [2.39202, -0.71864, 0.65072], [3.33190, 0.27802, 0.38287], [3.78338, 0.35185, -1.03238], [-2.79349, 2.44968, 0.90943], [-3.18700, 1.83393, -0.75950], [-4.39315, 2.87738, 0.19964], [-4.79853, 0.55086, 1.30684], [-3.79800, -1.27880, 0.64291], [0.25729, -0.30541, -2.05967], [1.17124, -1.60700, -1.26851], [0.92360, 0.37329, 1.69713], [1.28367, -2.29608, 1.45010], [2.90066, 1.08239, 0.76305], [4.31698, 0.15487, 0.94691], [4.15047, -0.58750, -1.42303], [2.98976, 0.55483, -1.64869], [4.52092, 1.02114, -1.17615]],
  "e_above_lowest_kj_mol": 443.04,
  "lumo_ev": -5.1,
  "smiles": "C/C=[NH+]\\N=N\\OCO[C@@H](O)OCC",
  "homo_ev": -13.5,
  "homo_lumo_gap_ha": 0.3086,
  "total_charge": 1,
  "spin_multiplicity": 1
}

| no. | E_tot (a.u.) |
| --- | --- |
| 1 | -496.6533 |
| 2 | -496.9257 |
| 3 | -496.9845 |
| 4 | -497.0190 |
| 5 | -496.6837 |
| 6 | -819.8628 |
| 7 | -10671.2014 |
| 8 | -400.8956 |
| 9 | -626.7522 |
| 10 | -701.7948 |